Record 1
{"formula": "C3H5NO3", "method": "the ωB97M-V functional and the def2-TZVPD basis", "lumo_ev": [-0.265, -0.263], "spin_multiplicity": 1, "e_homo_ev": [-8.85, -8.85], "orbital_gap_ev": [8.58, 8.59], "e_above_lowest_kcal_mol": 165.5, "symbols": ["C", "C", "C", "N", "O", "O", "O", "H", "H", "H", "H", "H"], "coordinates": [[0.3306, -1.8231, 0.1033], [-0.2946, -0.6853, 0.1394], [-1.5432, 0.1542, 0.0892], [-1.3031, 1.4810, -0.0486], [-2.5921, -0.4486, 0.1464], [2.4669, 0.3090, -0.0102], [1.2359, 0.8171, 0.2604], [1.4979, -1.8216, 0.2192], [-0.2387, -2.8699, 0.0653], [-0.3827, 1.8960, -0.1743], [-2.0849, 2.1421, -0.1365], [2.9081, 0.8491, -0.6535]]}

Record 2
{"formula": "C11H11NOPdS5", "method": "the ωB97M-V functional and the def2-TZVPD basis", "lumo_ev": [0.041, -1.862], "s2": 2.02, "spin_multiplicity": 3, "e_homo_ev": [-7.26, -8.11], "orbital_gap_ev": [7.30, 6.25], "symbols": ["Pd", "O", "C", "C", "C", "C", "C", "C", "C", "C", "N", "H", "H", "H", "H", "H", "H", "H", "H", "H", "H", "H", "S", "C", "S", "C", "C", "S", "S", "S"], "coordinates": [[0.4088, -0.0521, 0.6466], [-1.0273, 1.7634, -0.9958], [-0.4171, 1.4932, -2.2515], [0.7478, 2.4525, -2.4124], [1.7533, 2.3182, -1.2625], [2.5834, 1.0763, -1.3886], [3.6814, 1.0266, -2.2431], [4.4073, -0.1430, -2.3555], [4.0164, -1.2500, -1.6132], [2.9124, -1.1308, -0.7955], [2.2120, 0.0057, -0.6781], [-1.7831, 1.1800, -0.8712], [-1.1270, 1.6253, -3.0731], [-0.0560, 0.4575, -2.2820], [0.3775, 3.4781, -2.4563], [1.2387, 2.2440, -3.3673], [1.2064, 2.2901, -0.3195], [2.4076, 3.1914, -1.2283], [3.9550, 1.9084, -2.8079], [5.2679, -0.1935, -3.0098], [4.5497, -2.1881, -1.6662], [2.5559, -1.9639, -0.2039], [-3.4223, -5.0982, 4.0487], [-2.6195, -3.9152, 3.2696], [-2.4355, -3.8581, 1.5467], [-1.5100, -2.3882, 1.4362], [-1.2418, -1.7589, 2.6599], [-0.4248, -0.3050, 2.8264], [-1.8667, -2.5759, 4.0686], [-1.0297, -1.8090, -0.0695]]}

Record 3
{"formula": "C16H36N9O4Tl", "method": "the ωB97M-V functional and the def2-TZVPD basis", "lumo_ev": -13.277, "spin_multiplicity": 1, "e_homo_ev": -15.69, "orbital_gap_ev": 2.42, "charge": 2, "symbols": ["Tl", "C", "O", "H", "H", "H", "C", "O", "N", "N", "H", "H", "H", "H", "C", "O", "N", "N", "H", "H", "H", "H", "C", "O", "N", "N", "H", "H", "H", "H", "C", "C", "C", "C", "N", "H", "H", "H", "H", "H", "H", "H", "C", "C", "C", "C", "N", "H", "H", "H", "H", "H", "H", "H", "C", "C", "C", "C", "N", "H", "H", "H", "H", "H", "H", "H"], "coordinates": [[1.1471, 4.5159, 1.9426], [0.3381, 0.7979, 1.2250], [-0.3180, 1.9144, 1.8052], [0.6692, 1.2047, 0.2695], [1.2069, 0.4559, 1.7875], [-0.3065, -0.0251, 0.9163], [-0.6011, 3.3697, -1.7588], [-0.2747, 3.7788, -0.6718], [-0.5235, 4.1010, -2.8490], [-1.1174, 2.2014, -1.9709], [-0.1836, 5.0521, -2.8435], [-0.8124, 3.7950, -3.7671], [-1.2807, 1.5988, -1.1770], [-1.2790, 1.9250, -2.9288], [-2.4833, 0.3415, 4.4210], [-3.2064, 0.1551, 5.3696], [-1.5516, 1.2731, 4.3994], [-2.4746, -0.2406, 3.2366], [-1.4650, 1.9248, 5.1661], [-1.1060, 1.5041, 3.5230], [-3.1935, -0.9213, 3.0364], [-1.9695, 0.1357, 2.4471], [-3.8765, 1.8575, 0.8638], [-5.0826, 1.6622, 0.8259], [-3.0295, 1.2157, 0.1835], [-3.3522, 2.8499, 1.5454], [-3.4462, 0.7252, -0.5949], [-2.0374, 1.3520, 0.3144], [-2.3499, 2.9633, 1.4934], [-3.8549, 3.4964, 2.1365], [-1.1371, -3.4522, 1.4933], [-0.7829, -2.9383, 0.0716], [-1.9610, -2.1243, -0.6185], [-3.0554, -3.0317, -1.2021], [-3.8401, -3.7196, -1.6754], [-1.0525, -2.6490, 2.2253], [-0.4375, -4.2169, 1.8306], [-2.1280, -3.8915, 1.6082], [-0.4391, -3.7145, -0.6120], [0.0549, -2.2595, 0.2311], [-1.5723, -1.4904, -1.4155], [-2.4757, -1.5585, 0.1581], [3.1288, -2.6290, 0.3103], [3.5699, -1.3460, 0.9652], [3.6434, -1.3201, 2.5401], [4.6681, -2.2086, 3.0725], [5.4047, -2.9426, 3.5157], [2.2366, -2.9976, 0.8164], [3.9164, -3.3737, 0.4255], [2.8374, -2.5267, -0.7350], [2.9944, -0.4836, 0.6288], [4.6185, -1.1899, 0.7122], [2.6877, -1.4733, 3.0415], [3.9168, -0.3015, 2.8155], [2.0494, 1.0139, -5.3631], [2.5823, 0.5363, -4.0042], [1.5057, 0.0532, -3.0360], [1.1313, -1.3867, -3.1659], [0.8598, -2.5113, -3.2648], [1.4575, 0.1820, -5.7450], [2.9298, 1.0525, -6.0047], [1.4557, 1.9121, -5.1937], [3.2136, 1.3040, -3.5567], [3.2771, -0.2888, -4.1606], [0.6857, 0.7713, -3.0329], [1.8714, 0.2205, -2.0229]]}

- Number 1 is which compound?
  C3H5NO3

Repeat the second record exactly.
{"formula": "C11H11NOPdS5", "method": "the ωB97M-V functional and the def2-TZVPD basis", "lumo_ev": [0.041, -1.862], "s2": 2.02, "spin_multiplicity": 3, "e_homo_ev": [-7.26, -8.11], "orbital_gap_ev": [7.30, 6.25], "symbols": ["Pd", "O", "C", "C", "C", "C", "C", "C", "C", "C", "N", "H", "H", "H", "H", "H", "H", "H", "H", "H", "H", "H", "S", "C", "S", "C", "C", "S", "S", "S"], "coordinates": [[0.4088, -0.0521, 0.6466], [-1.0273, 1.7634, -0.9958], [-0.4171, 1.4932, -2.2515], [0.7478, 2.4525, -2.4124], [1.7533, 2.3182, -1.2625], [2.5834, 1.0763, -1.3886], [3.6814, 1.0266, -2.2431], [4.4073, -0.1430, -2.3555], [4.0164, -1.2500, -1.6132], [2.9124, -1.1308, -0.7955], [2.2120, 0.0057, -0.6781], [-1.7831, 1.1800, -0.8712], [-1.1270, 1.6253, -3.0731], [-0.0560, 0.4575, -2.2820], [0.3775, 3.4781, -2.4563], [1.2387, 2.2440, -3.3673], [1.2064, 2.2901, -0.3195], [2.4076, 3.1914, -1.2283], [3.9550, 1.9084, -2.8079], [5.2679, -0.1935, -3.0098], [4.5497, -2.1881, -1.6662], [2.5559, -1.9639, -0.2039], [-3.4223, -5.0982, 4.0487], [-2.6195, -3.9152, 3.2696], [-2.4355, -3.8581, 1.5467], [-1.5100, -2.3882, 1.4362], [-1.2418, -1.7589, 2.6599], [-0.4248, -0.3050, 2.8264], [-1.8667, -2.5759, 4.0686], [-1.0297, -1.8090, -0.0695]]}